(1)
# C47H117N3O23

13 unconnected molecules or ions with the total composition C47H117N3O23 (the ωB97M-V functional and the def2-TZVPD basis, the OMol25 dataset).

Each line ends with the Mulliken charge.
CARTESIAN COORDINATES (ANGSTROEM)
1 O -1.04008 -7.16913 -0.53749  -0.526
2 O -1.07430 5.78082 2.71663  -0.487
3 O 0.09017 2.55148 -1.67224  -0.510
4 O -1.60953 0.85152 -0.48230  -0.449
5 O 5.33159 4.19179 -1.87186  -0.418
6 O -3.44070 -0.31784 -4.25223  -0.499
7 O -2.89772 4.33174 1.36583  -0.442
8 O 2.33204 -2.95617 3.97054  -0.406
9 O 2.94558 -1.20165 -6.36693  -0.475
10 O 2.57496 1.64014 4.08691  -0.493
11 O -3.50432 4.77972 5.75389  -0.542
12 O -2.12096 2.29383 4.72704  -0.375
13 O -4.90172 -1.70055 -6.34559  -0.500
14 O 6.12479 -1.09631 -3.34350  -0.383
15 O 2.97278 -3.89539 -7.70064  -0.540
16 O -8.16739 0.00481 1.11879  -0.474
17 O -2.94221 8.72424 -4.44503  -0.512
18 O 2.37250 6.58219 -5.47877  -0.525
19 O 8.97317 4.69165 -2.65164  -0.513
20 O -3.39419 -5.16760 -1.42559  -0.514
21 O 2.88669 3.86840 2.09287  -0.448
22 O 3.35937 3.76617 -5.40475  -0.433
23 O -4.69197 5.97860 -4.15232  -0.512
24 N 2.11474 -3.69098 5.14526  0.377
25 N -8.73710 0.62738 2.21847  0.394
26 N 6.68192 -2.39362 -3.26139  0.620
27 C -2.09949 -4.84493 -0.86272  -0.328
28 C 6.52221 -3.09365 -1.98701  1.333
29 C 8.47082 -4.56591 -2.59226  -0.757
30 C -0.17242 -2.88889 5.26223  -2.006
31 C 3.85758 3.43303 3.08997  -0.428
32 C -9.73051 0.38563 4.51639  -0.979
33 C -5.45492 -0.61780 -5.60749  -0.458
34 C -1.66114 6.27573 1.56437  -0.359
35 C 0.75223 -4.20934 5.29046  1.590
36 C -9.64118 1.78731 1.91310  1.502
37 C 6.98323 -4.52074 -2.13124  -1.237
38 C -7.93967 -1.02588 3.76745  -2.041
39 C 2.73010 5.84100 -6.60973  -0.353
40 C 6.56692 4.88137 -2.10642  -0.410
41 C -1.07006 -5.93168 -1.25374  -0.373
42 C 3.51795 -5.75933 4.53627  -1.651
43 C -10.70393 1.42471 4.17114  -0.809
44 C -3.78264 6.44332 -5.15772  -0.360
45 C 2.17193 -2.34709 -5.96127  -0.491
46 C 3.32201 -4.53267 5.45669  1.330
47 C 0.49182 1.20425 -1.32377  -0.231
48 C -3.03441 5.70890 1.34221  -0.461
49 C 2.81293 -3.71018 -6.32946  -0.213
50 C 4.98677 -3.19278 -1.66020  -1.965
51 C 9.11979 -1.51000 -3.12528  -1.827
52 C 3.02849 -5.14926 6.93859  -1.209
53 C 2.43896 4.35237 -6.35680  -0.542
54 C -10.14985 2.46487 3.17271  -1.129
55 C -10.18264 -1.43113 2.83653  -1.602
56 C -0.26082 0.74690 -0.15317  -0.339
57 C 8.02897 -2.36449 -3.88160  1.668
58 C 0.28902 -5.14502 4.13079  -1.800
59 C -9.22480 -0.35718 3.26356  1.393
60 C 3.77094 1.89559 3.35838  -0.275
61 C 4.69374 -3.79301 5.47638  -1.878
62 C -10.86889 1.38344 1.12104  -1.890
63 C 1.62793 -5.85643 7.12126  -0.719
64 C -2.69110 7.33069 -4.49062  -0.283
65 C 7.77863 3.94894 -2.43771  -0.205
66 C -4.86064 -0.39380 -4.15619  -0.321
67 C -4.04974 3.45544 5.56666  -0.424
68 C 8.61618 -3.81218 -3.89994  -1.334
69 C 7.14884 -2.32731 -0.76702  -1.593
70 C -8.75189 2.91661 1.28137  -1.776
71 C 0.53597 -4.77197 6.71771  -1.063
72 C 7.88478 -2.02407 -5.36526  -1.955
73 C -3.03012 2.28372 5.72539  -0.474
74 H -3.27214 5.61156 -5.64318  0.329
75 H 4.66330 -2.17873 -1.42535  0.453
76 H 4.82716 -3.36682 4.48206  0.432
77 H 1.14037 -2.24407 -6.29799  0.404
78 H -11.63303 0.94238 3.86745  0.340
79 H 8.79218 -2.16077 -5.95352  0.415
80 H -2.54744 2.33172 6.70152  0.361
81 H -10.31645 -0.32865 5.09481  0.388
82 H 7.91090 3.30123 -1.57107  0.193
83 H 3.87180 -5.66156 7.40170  0.426
84 H -4.25282 6.95922 -5.99490  0.251
85 H -11.31513 2.28235 0.69568  0.468
86 H 6.84249 -1.28290 -0.82590  0.407
87 H -1.95387 1.62395 -0.02800  0.228
88 H -0.98440 6.14338 0.72022  0.279
89 H 2.48759 3.78538 -7.28646  0.380
90 H -0.17685 -2.32157 4.33152  0.429
91 H -4.55880 3.46497 4.60288  0.275
92 H 4.69230 -2.99524 6.21912  0.378
93 H -11.16377 -1.05763 2.54330  0.303
94 H -0.22327 5.37024 2.54699  0.278
95 H -5.26929 -1.21901 -3.57300  0.283
96 H 0.12875 -2.21673 6.06572  0.461
97 H -7.98696 3.04557 2.04710  0.447
98 H -2.14022 -4.62279 0.20362  0.257
99 H -2.50474 4.15370 2.22343  0.261
100 H 9.85201 -1.11567 -3.82988  0.452
101 H -5.30616 0.32605 -6.13200  0.259
102 H 2.35615 -2.08374 4.37039  0.335
103 H -10.70001 0.71166 0.27944  0.340
104 H -1.31442 1.98507 5.14627  0.244
105 H 9.07594 4.71843 -3.60575  0.304
106 H 2.17745 -4.46302 -5.86308  0.291
107 H 3.44152 2.85571 -5.69785  0.248
108 H 6.70492 5.37926 -1.14665  0.253
109 H 6.48198 -5.13659 -2.87795  0.389
110 H 4.52884 -3.69687 -2.51126  0.366
111 H -0.12852 1.37603 0.72706  0.284
112 H 1.56049 1.26816 -1.11888  0.316
113 H -1.84357 7.07016 -5.12458  0.202
114 H 9.05958 -3.94074 -1.92097  0.296
115 H -10.35297 -2.10647 3.67499  0.444
116 H -0.06373 -5.51289 -1.24803  0.287
117 H 5.53585 -1.06890 -4.10113  0.267
118 H 8.11364 -4.36342 -4.69472  0.477
119 H -6.53229 -0.76218 -5.52666  0.318
120 H 1.45843 4.12683 -5.93753  0.305
121 H 2.99730 -4.26540 7.57572  0.450
122 H 8.87476 -5.56089 -2.77919  0.428
123 H -11.61716 0.86246 1.71835  0.311
124 H 3.81230 5.89868 -6.72641  0.244
125 H 9.64971 -3.71858 -4.23334  0.401
126 H 3.66009 3.96160 4.02256  0.217
127 H -2.78437 4.89445 5.12930  0.296
128 H 0.41479 -4.04473 7.52053  0.428
129 H -8.14448 -1.83545 4.46798  0.408
130 H -5.21240 0.51883 -3.67506  0.343
131 H 7.10173 -2.66657 -5.76791  0.384
132 H -3.79461 -5.70349 -0.73706  0.305
133 H -3.40006 6.04632 0.37239  0.327
134 H -11.04308 2.01590 5.02176  0.393
135 H -10.95935 3.17370 2.99840  0.453
136 H 3.33598 3.75773 1.25175  0.259
137 H -0.78151 -5.26497 4.29712  0.460
138 H 3.40901 -5.40061 3.51277  0.401
139 H 3.62965 1.37654 2.41037  0.172
140 H 6.41323 5.77039 -2.71806  0.282
141 H 0.28492 0.51608 -2.14334  0.195
142 H -3.58348 1.34539 5.76330  0.303
143 H 6.79116 -5.15188 -1.26355  0.496
144 H 8.70764 -0.65776 -2.58499  0.349
145 H -0.06278 -0.31207 0.01255  0.214
146 H -9.40272 3.04339 3.71604  0.373
147 H -3.98059 -1.72877 -6.07670  0.322
148 H 9.69696 -2.02762 -2.35910  0.316
149 H 7.54105 3.23099 -3.22270  0.269
150 H 2.77015 -6.54717 4.62683  0.221
151 H 1.51754 -6.15699 8.16317  0.427
152 H 2.85761 1.51254 4.99544  0.284
153 H 1.62144 -6.74887 6.49546  0.317
154 H -7.30222 0.42082 1.12310  0.361
155 H 8.22699 -2.16772 -0.75162  0.280
156 H 3.78572 -3.83291 -5.85330  0.147
157 H 2.38419 6.25395 -7.55731  0.363
158 H 4.96691 3.87170 -2.70020  0.248
159 H -3.77174 6.01746 2.08331  0.293
160 H 5.53374 -4.48009 5.57848  0.417
161 H 6.77799 -2.83418 0.12385  0.429
162 H 7.63151 -0.97072 -5.48524  0.412
163 H -2.39105 6.89728 -3.53656  0.264
164 H -1.22950 -2.98851 5.50868  0.392
165 H -1.75419 -3.89177 -1.26316  0.257
166 H -4.80486 3.25733 6.32735  0.333
167 H -1.78714 7.35842 1.56603  0.309
168 H 4.79314 -3.82875 -0.79640  0.410
169 H -5.02666 6.77371 -3.73115  0.304
170 H 4.56324 -6.06819 4.54481  0.429
171 H -9.67208 -2.00434 2.06267  0.373
172 H 4.65090 1.46346 3.83486  0.389
173 H -7.40465 -1.53958 2.96873  0.430
174 H 2.60621 6.03789 -4.72331  0.313
175 H -8.20946 2.42901 0.47136  0.392
176 H -0.74645 -7.89974 -1.08665  0.310
177 H -0.86914 2.53554 -1.63930  0.299
178 H -3.13329 -0.21587 -3.34852  0.249
179 H -0.32742 -5.43579 6.67289  0.346
180 H 2.07887 -3.86216 -8.04908  0.339
181 H 0.64168 -6.17295 4.21510  0.329
182 H 2.14773 -2.17017 -4.88600  0.262
183 H -7.21076 -0.32333 4.17146  0.451
184 H 2.81367 -1.15265 -7.31657  0.276
185 H 4.83618 3.66782 2.67128  0.318
186 H 0.50332 -4.90928 3.08839  0.360
187 H -2.44228 9.19669 -5.11470  0.318
188 H -8.92381 0.81599 5.10979  0.364
189 H -1.15911 -6.20161 -2.30602  0.325
190 H -9.28573 3.83093 1.02226  0.371

**Maximum force**: 3.6 eV/A
**ΔE to the lowest compared entry with this formula, charge and spin**: 141.65 kcal per mole
**Lowest unoccupied orbital energy**: 0.0 eV


(2)
# C47H33CoI4N4OSi

A molecular structure, C47H33CoI4N4OSi (the ωB97M-V functional and the def2-TZVPD basis, the OMol25 dataset).

Each line ends with the Mulliken charge.
CARTESIAN COORDINATES (ANGSTROEM)
1 I 5.41438 4.49166 -5.41987  0.088
2 I -0.80948 -7.51507 5.89688  0.090
3 I -1.22444 6.50939 7.84780  0.093
4 I -5.27526 -4.05718 -7.08784  0.096
5 Co -0.79302 0.36222 0.33378  -0.844
6 Si 2.29372 -0.06814 0.92606  0.284
7 O 0.86351 -0.34590 0.17904  -0.134
8 N -1.00896 0.17630 2.24545  -0.073
9 N -0.29727 2.21768 0.54102  0.569
10 N -0.93574 0.68039 -1.55396  0.190
11 N -1.60155 -1.38086 0.10748  0.375
12 C -4.28638 -3.14037 -5.49434  -0.009
13 C -0.07081 -4.37880 3.00480  -0.071
14 C -0.93924 -5.78350 4.73837  -0.057
15 C 1.68007 3.13387 -2.55755  0.602
16 C -2.15402 3.69214 4.69540  -0.083
17 C -0.93857 3.47596 4.05330  -0.818
18 C -4.87048 -2.05745 -4.85591  -0.765
19 C -2.10652 -3.59618 0.45770  -1.499
20 C -2.52880 -3.28114 -0.78601  -1.459
21 C -2.16314 -1.90777 -1.01350  0.540
22 C 0.42226 4.35032 0.13806  -1.435
23 C 3.44096 0.96885 -0.13801  -1.084
24 C -1.10194 5.20812 6.22032  -0.050
25 C 0.30139 3.01788 -0.38826  0.801
26 C 0.59549 2.59079 -1.70088  0.995
27 C -1.00588 1.16803 3.18442  0.716
28 C -4.20820 -1.45526 -3.79553  -0.066
29 C 3.06177 -1.76424 1.15256  -0.986
30 C -0.85477 2.52436 2.91227  0.825
31 C -0.49166 1.47196 -3.66290  -1.474
32 C -1.55156 -2.39548 1.02477  0.331
33 C -2.97026 -1.92474 -3.36821  -0.823
34 C -2.24328 4.55832 5.77489  -0.750
35 C -0.19862 1.58522 -2.25052  0.068
36 C -0.98493 -0.74523 4.34532  -1.591
37 C -2.07101 -3.75169 4.16885  -0.087
38 C -1.63510 -0.04850 -2.47923  0.487
39 C -1.11278 -3.47722 3.19749  -0.866
40 C 3.23274 4.82672 -3.35259  -0.973
41 C 2.24076 0.78101 2.59746  -0.677
42 C 2.34812 2.21789 -3.38105  -0.161
43 C -0.11524 4.34339 1.37812  -1.560
44 C 3.83629 3.90489 -4.19280  -0.100
45 C -1.02060 -1.00174 2.93692  0.528
46 C -3.05090 -3.62116 -5.08666  -0.753
47 C -2.39911 -3.00918 -4.02600  0.089
48 C -1.41607 0.50036 -3.79391  -1.279
49 C -1.19372 -2.25436 2.35304  1.747
50 C 0.02330 -5.52997 3.77347  -0.776
51 C -1.02465 0.60123 4.49884  -1.246
52 C 3.40144 2.59054 -4.19842  -0.945
53 C -1.98992 -4.90099 4.94082  -0.709
54 C 0.19568 4.13408 4.51849  0.042
55 C 0.12048 4.99909 5.60018  -0.792
56 C -0.49674 2.99440 1.66271  0.269
57 C -2.27278 -1.24959 -2.23689  1.382
58 C 2.17787 4.44037 -2.54189  -0.418
59 H -1.01888 1.16374 5.41773  0.540
60 H -3.02553 -3.91743 -1.49925  0.548
61 H -2.74309 -5.10753 5.68859  0.385
62 H -5.83303 -1.68467 -5.17789  0.379
63 H -2.59576 -4.46087 -5.59334  0.386
64 H 1.85667 1.80086 2.50863  -0.066
65 H 0.67679 -4.17339 2.24810  0.433
66 H 1.00929 5.49981 5.95840  0.390
67 H 0.84102 -6.22028 3.61953  0.397
68 H -2.89547 -3.06481 4.31580  0.538
69 H 3.89128 1.84939 -4.81484  0.381
70 H -0.23653 5.17913 2.04656  0.671
71 H -0.07841 2.10432 -4.43018  0.637
72 H 1.15028 3.95456 4.03923  0.541
73 H 4.44566 0.97614 0.29374  0.505
74 H -2.19809 -4.53850 0.97266  0.516
75 H 3.51520 0.58193 -1.15606  0.236
76 H 2.42361 -2.38314 1.78898  0.073
77 H -1.42973 -3.37361 -3.70812  0.533
78 H -0.95300 -1.49738 5.11550  0.598
79 H 0.75242 5.22257 -0.39066  0.509
80 H 4.05006 -1.70722 1.61550  0.351
81 H 3.10217 2.00674 -0.19778  0.240
82 H -3.19424 4.72443 6.26177  0.381
83 H -1.88852 0.14969 -4.69674  0.539
84 H 1.75758 5.19308 -1.90153  0.356
85 H -3.04043 3.17905 4.34315  0.468
86 H 3.58108 5.84992 -3.32271  0.410
87 H 2.06666 1.17403 -3.34911  0.664
88 H 3.16538 -2.26832 0.18930  0.277
89 H 1.64042 0.24598 3.33628  0.234
90 H 3.26253 0.84959 2.98146  0.661
91 H -4.66009 -0.60940 -3.29220  0.493

**Maximum force**: 0.3 eV/A
**ΔE to the lowest compared entry with this formula, charge and spin**: 0.00 kcal per mole
**Lowest unoccupied orbital energy (alpha / beta)**: -1.5 / -1.5 eV